No. 1
A 7-piece molecular cluster, C34H51F6N3O23PS overall at a distorted geometry, computed with ωB97M-V with the def2-TZVPD basis set.

Summary:
Energy: -4559.64074 Eh
LUMO level: -2.8 eV

Geometry as ORCA input:
```
! RIJCOSX wB97M-V def2-TZVPD def2/J DEFGRID3
* xyz 1 1
H -5.585 -2.653 -7.172
O 1.002 1.198 0.578
F 5.973 0.090 8.402
F 1.549 1.393 5.721
N -1.284 -5.097 -2.902
H -4.786 -1.372 -8.069
H -5.094 -2.386 -11.328
H -3.707 -4.248 -4.027
H -1.286 2.273 -0.510
P -5.129 -0.947 -1.136
H -2.097 -1.727 -6.366
H -0.455 0.109 1.505
N -2.698 -0.857 -2.348
H -2.935 -2.630 -8.571
O 6.978 3.055 3.858
O 4.931 3.799 4.285
H -4.724 -3.545 -1.844
O 12.429 5.381 7.498
C 5.267 -0.221 5.153
H 5.956 1.504 3.026
O 1.941 3.070 1.441
C -2.694 -2.351 -4.378
C -8.545 0.040 -10.311
C -2.919 -0.931 -3.832
C 6.160 3.610 4.788
H -3.008 -3.848 -1.759
H 7.477 -0.968 6.696
H -2.873 0.948 -5.254
H -3.787 -4.143 -8.671
H -2.227 -4.045 -6.824
C -1.137 1.967 0.530
H -3.966 -0.670 -3.983
O -6.615 -1.063 -11.039
H 3.429 4.012 10.499
H -0.532 -5.753 -2.716
C -9.126 1.171 -10.698
H -2.924 0.106 -2.082
H -2.090 1.895 1.044
H -6.515 -2.528 -1.016
H 0.382 1.796 4.167
O 5.075 0.345 6.362
O -5.700 -0.304 -2.331
O -6.370 0.617 -9.605
H -2.740 -1.158 0.271
H -3.845 -4.244 -6.167
C 10.261 5.228 4.910
F 9.641 6.133 4.115
C 3.119 2.976 10.590
H 4.025 3.002 2.579
O 6.499 3.885 5.898
C -2.929 -2.254 -5.895
O -1.686 0.259 5.336
C 1.871 1.537 9.375
H 5.113 4.381 2.304
C -5.897 -2.693 -9.327
C -3.770 -3.209 -3.707
O 3.098 0.982 9.499
H -9.125 -0.842 -10.064
C -5.501 -1.798 -10.508
F 6.805 2.674 1.629
H -1.457 -4.787 -5.002
O 1.857 2.765 9.930
O -6.017 -1.993 -0.378
C -3.187 -3.541 -6.681
C 4.018 2.000 9.855
C 0.404 1.161 5.054
H -4.740 -2.828 -4.050
C -3.554 -1.801 -1.527
H -3.145 -2.771 0.255
C -0.923 -0.609 4.667
O 4.849 0.232 4.131
H 0.101 -4.424 -4.312
S -1.896 0.380 -4.554
H -10.202 1.234 -10.800
H -6.935 -2.472 -9.071
O 6.025 -1.330 5.264
O 0.964 0.993 8.830
H 10.641 4.419 4.284
H -3.813 -1.618 -6.020
C 6.489 -1.423 6.623
H -5.813 -3.740 -9.620
O 0.365 -0.206 4.647
H -0.554 -2.307 -4.634
O -1.312 -1.615 4.145
C 4.953 3.473 2.886
C 6.156 2.551 2.808
C -3.714 -3.227 -8.080
H 8.825 3.879 5.866
C 11.479 5.271 6.798
H -0.597 0.955 6.961
H 4.480 2.391 8.947
H -8.522 2.041 -10.921
C 0.985 2.457 1.108
N -2.797 -1.996 -0.297
H 4.572 -1.131 7.690
H -4.855 0.972 -0.317
C 5.458 -0.587 7.358
F 4.976 1.464 10.640
O 11.346 5.849 5.568
H -2.101 -5.682 -3.053
O -0.288 2.907 1.175
C -3.754 -3.174 -2.179
H 3.031 2.707 11.643
H -4.725 -1.095 -10.201
H 8.714 5.572 6.380
O 10.372 4.550 7.088
F -0.500 -0.110 -0.489
H 6.535 -2.457 6.949
C -0.309 0.701 0.604
C -7.079 -0.076 -10.250
H -1.717 -0.987 -2.070
O -4.738 0.066 0.011
C -0.828 1.247 5.937
H -1.020 -2.591 -2.975
H -1.299 2.225 5.932
C -1.277 -2.842 -4.009
C -5.030 -2.437 -8.092
C 9.393 4.779 6.067
C -0.971 -4.338 -4.136
*
```

=====

No. 2
C34H51MnNSeSi2 as an isolated structure at a distorted geometry, computed with ωB97M-V with the def2-TZVPD basis set.

Summary:
Energy: -5512.22865 Eh
LUMO level (spin up / spin down): -4.2 / -2.5 eV

Geometry as ORCA input:
```
! RIJCOSX wB97M-V def2-TZVPD def2/J DEFGRID3
* xyz 1 5
H 0.453 3.910 -1.499
C 0.020 -2.556 -2.518
C -0.333 3.183 1.699
C 0.367 4.276 -0.477
H -3.038 3.081 -2.019
C -0.230 -4.083 -4.385
C 1.456 0.048 -3.089
H -3.296 -2.787 4.029
H 5.264 0.324 1.582
H 3.606 1.907 -5.744
N 1.474 0.083 0.591
C 3.630 1.437 0.728
C -2.744 2.309 0.515
C -2.331 -3.297 4.029
H -3.802 -3.681 1.219
Si 0.491 -0.906 -1.814
C 2.695 -0.459 -3.500
H -4.812 2.535 -0.075
H -0.107 -4.299 -5.438
C 0.037 -4.108 2.302
Se -1.521 -1.149 1.777
H 3.070 -1.388 -3.077
H 2.585 -1.353 -0.535
H -1.318 2.985 -2.373
H 1.038 4.799 2.013
C 1.947 -0.233 1.961
H -1.914 -0.586 -1.354
H -4.363 0.900 0.418
C -4.015 1.787 -0.107
H 2.529 0.929 -1.029
C 0.889 3.775 2.354
H -0.701 -3.304 -0.641
H 1.276 -0.983 2.373
C -0.582 3.434 0.340
C -0.945 -4.758 -2.190
H 0.688 -3.584 3.008
C 1.011 1.237 -3.673
C -2.826 -4.167 1.150
H 1.725 2.109 -0.031
H 1.817 0.666 2.572
C 3.007 1.391 -5.004
C -3.615 1.589 2.775
C 0.167 -2.851 -3.877
H -2.476 -4.311 4.419
C -2.056 3.386 -1.678
H 1.413 2.826 -5.063
H 0.605 -2.119 -4.546
C -0.781 -5.038 -3.542
C -2.522 2.127 1.891
H -1.514 1.214 4.179
H 1.366 4.305 -0.053
C -1.282 2.480 2.463
Si -1.654 -3.374 2.325
H -1.378 -5.503 -1.533
C 4.313 0.126 1.089
C -1.778 2.988 -0.253
C 3.466 0.204 -4.444
H 4.422 -0.205 -4.747
H 0.006 5.308 -0.531
C 1.778 1.907 -4.620
H -1.085 -5.999 -3.936
H 1.158 -1.981 0.283
H -3.570 2.054 3.758
H -2.952 -5.228 1.395
C 3.396 -0.718 1.996
H 0.036 2.024 4.112
H -1.651 -2.763 4.696
H 3.738 -0.689 3.032
C 2.308 1.192 0.004
H -3.524 0.509 2.906
C 1.544 -1.124 -0.276
H 0.047 1.650 -3.397
H -3.865 1.501 -1.145
H 3.432 -1.767 1.695
H 4.552 -0.421 0.172
H 3.473 2.016 1.642
Mn -0.804 0.685 0.678
H -0.008 -5.162 2.601
C -1.025 2.147 3.911
H -4.596 1.802 2.358
H -1.403 2.931 4.572
H 1.798 3.222 2.114
H -1.177 0.961 -1.767
H -2.001 4.474 -1.764
H -2.476 -4.086 0.120
H 4.264 2.047 0.082
H 0.489 -4.064 1.311
H 0.792 3.806 3.435
C -0.549 -3.526 -1.689
C -1.019 0.019 -1.240
*
```

=====

No. 3
A 13-piece molecular cluster, C34H51N9O8 overall at a distorted geometry, computed with ωB97M-V with the def2-TZVPD basis set.

Summary:
Energy above the lowest of the compared OMol25 structures with the same formula, charge and spin: 1.322 eV
Energy: -2420.78848 Eh
LUMO level: 0.1 eV

Geometry as ORCA input:
```
! RIJCOSX wB97M-V def2-TZVPD def2/J DEFGRID3
* xyz 0 1
C -3.554 -3.693 1.203
C 2.274 -3.524 3.731
H 0.732 -0.500 -1.539
H 2.630 0.240 2.989
C 3.706 -0.719 -2.703
H -4.600 0.743 1.281
H 3.821 1.842 -2.959
H 4.010 1.185 2.329
C 3.601 2.610 -1.087
H 2.305 2.369 3.342
H 0.720 -4.132 -0.417
H -0.990 0.090 3.397
C -0.079 -0.855 0.459
O 2.274 -5.435 2.098
C -0.351 -0.016 -5.106
H -0.794 -4.108 4.681
H -3.109 -2.866 1.756
H -3.381 -0.039 0.318
H -4.092 -4.306 1.926
C -2.960 -3.256 -3.698
N -2.365 -1.586 -1.791
C 0.421 5.022 3.108
C -1.701 0.289 -5.625
H 2.109 -4.986 -1.338
C 1.571 -4.070 -1.095
C 0.030 4.234 -0.728
H 4.208 -0.214 3.511
C -1.451 -0.901 5.165
N -1.170 -1.281 6.213
O 2.224 6.468 3.954
H -2.598 0.344 4.070
H 1.216 2.661 4.817
H -2.342 -1.107 3.159
C -0.038 -3.767 3.974
H 2.298 -3.398 -0.638
H 3.219 3.526 -2.785
N 0.653 -2.901 -3.283
C -2.979 1.975 0.779
C -1.849 -0.414 3.840
C -3.330 2.212 -1.493
N -0.557 -1.517 1.276
O 0.426 -4.841 3.138
H 0.890 3.325 2.086
O 2.406 4.263 4.144
O -2.610 2.692 -0.331
H -2.531 -4.197 -3.352
C 1.105 -3.408 -2.324
H 1.023 -2.264 5.102
H -4.049 -3.269 -3.740
H -5.350 2.013 -0.693
C -0.480 4.683 -1.997
C 1.675 -4.669 2.840
C 3.613 -1.590 -3.889
H 0.261 5.479 2.132
C -2.663 -2.313 -2.649
H 1.269 -3.862 5.661
C -2.018 1.702 -5.086
O -0.864 1.986 -4.220
O 1.200 1.199 -3.723
H 3.229 -3.748 4.207
H -2.940 1.843 -4.522
H -2.518 -3.029 -4.668
C 3.669 0.204 2.660
N 3.310 2.411 0.003
H 4.964 3.306 -2.580
N 3.803 -1.371 0.537
C 3.994 2.815 -2.499
H 0.440 -0.128 -5.848
H -2.375 -0.530 -5.374
O -2.571 2.179 1.897
C 1.679 3.055 3.913
H -2.609 1.716 -2.143
H -0.017 0.914 -0.743
H 2.866 -0.046 -2.531
H -3.746 3.105 -1.959
C -4.488 1.388 -0.930
C -2.563 -4.459 0.428
C 1.106 -3.291 4.747
C 0.109 1.079 -4.275
C -3.936 0.892 0.430
H 4.674 -0.219 -2.691
H -0.475 3.094 3.279
H 1.427 0.377 -0.113
H -1.923 2.294 -5.997
C 3.744 -0.678 1.465
N -1.735 -5.079 -0.156
H -4.286 -3.339 0.478
H -0.573 4.704 0.049
H 2.452 -2.622 3.145
H -4.779 0.592 -1.615
H -0.422 5.203 3.776
C 0.502 3.537 3.083
H 3.670 -1.412 -1.863
H -1.636 0.179 -6.707
C 0.527 -0.018 -0.583
H 1.041 4.600 -0.545
C 1.746 5.386 3.710
H -0.363 -0.964 -4.567
N 3.450 -2.302 -4.809
H -0.112 3.154 -0.702
H -0.591 -2.964 3.486
N -0.780 5.025 -3.064
*
```

=====

No. 4
A 3-piece molecular cluster, C34H52Cl2IN2O15P2S2Si overall at a distorted geometry, computed with ωB97M-V with the def2-TZVPD basis set.

Summary:
Energy: -5550.67448 Eh
LUMO level: -5.3 eV

Geometry as ORCA input:
```
! RIJCOSX wB97M-V def2-TZVPD def2/J DEFGRID3
* xyz 1 1
O -3.848 -0.004 -1.167
C 5.769 4.396 2.856
S 0.831 0.080 0.341
C -5.050 -3.715 3.044
H -2.598 -4.392 1.948
H 1.792 0.857 -2.775
H -1.574 -4.043 -2.549
C -4.918 -2.457 1.935
H -3.710 2.614 0.140
H -4.590 -3.442 4.084
O -2.748 -5.738 -1.009
O 6.173 4.743 5.255
C 1.992 4.676 -2.768
H 0.106 0.847 1.261
O 4.091 8.117 2.676
C 5.122 6.466 4.020
C -5.987 1.288 -1.299
H 3.796 7.523 0.592
H -5.973 1.828 -0.238
H 4.997 2.220 -1.999
C -5.274 -3.450 -0.172
C 4.574 -3.331 -3.407
H 1.329 -2.508 1.299
C -1.607 4.628 2.467
C 4.588 6.999 2.757
C -2.920 -0.517 -0.119
C 2.946 2.340 -2.513
H -1.664 3.805 3.297
O 6.296 3.291 2.929
O 2.738 0.973 -2.539
Cl -1.608 -7.314 0.851
O -3.272 -2.665 -1.306
C -3.173 2.729 1.200
C -0.350 -2.529 -0.454
H 2.440 -2.127 -1.484
C -3.255 0.364 1.218
H 6.053 -4.127 0.483
H 5.247 -6.556 -0.912
H -0.477 4.884 2.292
H 6.517 3.851 5.031
H 5.275 4.279 0.726
H -6.220 -3.831 3.215
C 5.891 -3.446 -0.457
H -1.314 0.850 -0.552
H -0.968 -0.702 2.358
C 5.042 -6.030 -1.953
C 3.190 5.185 -2.474
N -4.293 -2.709 0.670
O -2.394 1.499 1.564
O -5.607 -1.377 2.406
H 4.202 -6.584 -2.557
O 5.450 4.801 -1.945
H -4.347 0.851 1.247
O 2.919 -4.217 -0.939
H -7.958 0.158 -1.091
C 4.661 6.132 1.548
C -5.231 -0.184 -1.048
H -3.264 -0.275 2.231
C -1.763 -4.394 1.088
H -4.014 2.945 2.018
H 4.338 6.668 -2.190
N -1.613 -0.136 -0.832
H -0.772 -4.667 1.699
H -4.665 -4.736 2.594
C -0.394 -0.943 -0.753
C 5.672 5.251 4.070
C 4.357 4.304 -2.193
H -5.798 -2.871 -1.046
H 4.093 -4.102 -4.151
H -8.132 2.064 -1.513
C 5.214 4.919 1.598
H -1.365 3.882 0.252
C 1.786 3.221 -2.820
C 4.144 2.849 -2.222
I -1.994 0.507 -2.837
H 0.007 -2.846 2.940
H -4.952 -4.491 -0.592
P -1.150 -2.127 2.376
H -2.918 4.916 0.596
C -2.136 -5.623 0.163
H 5.703 -3.188 -3.740
C -2.209 4.069 1.049
H -5.704 -0.608 -0.070
H -6.200 -3.719 0.542
H 4.017 -2.292 -3.409
O 4.135 6.629 0.370
H 5.642 -2.356 -0.087
O -2.229 -2.370 3.498
H -7.538 0.785 -2.891
P -0.276 -3.743 -1.927
Si 4.530 -4.160 -1.636
H -5.640 -0.873 -1.934
O 0.700 2.724 -3.102
H 0.104 -5.043 -1.341
C -1.621 -2.859 0.610
H -2.674 -2.235 -1.949
H -2.122 5.616 2.852
C 2.446 -2.840 -0.565
H 6.026 -6.051 -2.595
H -5.367 1.994 -2.015
O 3.390 6.553 -2.420
H 1.135 5.305 -2.976
H 0.942 -4.158 0.480
S 0.857 -3.531 -3.420
Cl 0.423 -0.417 -2.399
H 5.047 7.100 4.895
H 3.331 -2.437 0.131
H 6.913 -3.396 -1.061
C -3.070 -2.174 0.104
C -7.548 1.067 -1.746
C 1.080 -2.986 0.290
*
```